15
Properties=species:S:1:pos:R:3:forces:R:3 method="wB97M-V/def2-TZVPD" multiplicity=1 energy_ha=-764.28847 gap_ha=0.291 e_homo_ev=-7.6 charge=0
C 0.08914 2.15066 0.14324 2.7 2.8 -3.4
C -0.81391 -0.30320 0.12577 2.8 -0.6 -0.4
H -0.30933 2.53197 1.05293 -0.4 0.6 0.4
H 3.06801 1.16111 -0.76005 -0.1 -3.2 2.5
H 1.96757 -2.19780 0.28700 -2.3 2.6 -1.3
C 0.29198 0.71371 0.16503 1.4 -4.1 -1.6
H 3.71491 0.06148 0.93417 -3.2 0.9 -4.3
N 2.93352 0.16099 -0.21669 2.4 3.1 1.5
H 1.04490 2.79304 -0.22913 -1.2 -1.7 1.9
H -0.34393 -2.59837 0.12343 -1.2 0.3 -0.1
Cl -2.58516 -0.07122 -0.09230 2.0 -0.1 0.4
C 1.55078 -0.09045 -0.06870 -1.4 2.4 1.8
C -0.13238 -1.53871 0.05864 0.0 -0.6 0.6
H -0.38620 2.52264 -0.80354 -1.1 -0.7 1.1
N 1.24908 -1.39747 -0.00897 -0.4 -1.7 0.8

***

18
Properties=species:S:1:pos:R:3:forces:R:3 method="wB97M-V/def2-TZVPD" multiplicity=1 energy_ha=-928.38153 smiles="N#C[C@H]1C(Cl)=NC=[NH+]C1(N)N" gap_ha=0.317 e_homo_ev=-14.7 charge=+1
C 0.75474 0.49856 -0.77476 0.7 -0.1 -0.9
H 0.44601 0.04782 3.00778 0.0 -0.6 -0.9
N 0.77848 3.10674 -0.20733 0.1 -1.8 -0.4
H -1.55655 0.00068 1.64641 0.6 0.4 0.1
H -0.00078 -2.06667 -0.03160 0.2 0.0 -0.8
N -1.86895 0.40299 -0.84200 -0.3 -0.5 -0.9
C -0.61628 -0.17872 -0.31382 -1.2 1.0 -1.9
H -1.48186 -2.09319 -0.59845 1.5 1.6 -0.6
C 1.85180 -0.33311 0.12296 -1.2 3.1 -2.3
C 0.47501 -0.16233 1.90853 -1.6 2.2 2.1
H -1.83611 1.23431 -1.46086 0.7 -0.5 1.1
Cl 3.30814 -0.76541 -0.53147 0.2 -0.3 -0.3
N -0.61379 0.03105 1.23840 -1.0 -1.4 -1.6
H -2.51431 -0.24909 -1.39512 1.7 0.7 1.4
C 0.81330 1.97210 -0.45455 -0.2 0.2 0.5
N 1.64356 -0.36107 1.35879 1.7 -1.9 1.1
H 0.97182 0.47222 -1.93135 -0.7 -0.7 2.3
N -0.55424 -1.55688 -0.74156 -1.2 -1.6 2.2

***

14
Properties=species:S:1:pos:R:3:forces:R:3 method="wB97M-V/def2-TZVPD" multiplicity=1 energy_ha=-730.12068 smiles="O[C@H]1C=C(Cl)CC1" gap_ha=0.381 e_homo_ev=-9.5 charge=0
C 1.56533 0.57095 0.71387 -0.6 -0.7 0.3
C 1.24924 -0.10910 -0.63165 -1.1 0.7 0.1
C -0.82236 -0.06899 0.70074 1.3 0.1 -0.6
H 0.53843 2.41799 2.32839 -0.9 -0.5 -0.6
H 1.46568 0.57771 -1.49336 -0.7 -0.6 0.6
C 0.24934 0.63192 1.54439 -0.2 0.4 0.1
H -1.85773 -0.13223 1.04997 0.5 -0.2 -0.4
H 1.84217 -0.98302 -0.81146 0.3 -0.6 0.0
H 2.22156 0.00109 1.35791 0.6 -0.2 -0.4
O -0.17033 1.98666 1.79449 0.7 0.1 0.5
H 0.41429 0.12207 2.53192 -0.3 0.3 -0.8
H 2.00849 1.53603 0.53018 -0.1 0.5 0.3
Cl -1.01426 -1.33653 -1.83116 0.4 0.7 1.3
C -0.24618 -0.47679 -0.44731 0.0 0.2 -0.6

***

19
Properties=species:S:1:pos:R:3:forces:R:3 method="wB97M-V/def2-TZVPD" multiplicity=1 energy_ha=-1429.28330 smiles="CC(=O)[C@H](Cl)S(C)(=O)=O.O=C=O" gap_ha=0.385 e_homo_ev=-10.1 charge=0
C 0.58691 0.10431 -1.08168 -1.7 1.7 3.2
H 1.69468 1.08354 2.45762 0.9 -0.1 0.6
C -1.37182 -1.57900 -1.10277 0.8 -2.0 -1.3
H 0.73452 1.21687 -1.08121 -0.2 -1.0 -0.5
H -1.23746 -2.00201 -2.18962 -0.4 1.3 1.9
O -1.61671 0.67714 -0.40819 -0.1 0.0 0.2
O 2.75382 3.21254 -1.85952 -0.1 0.2 0.1
C -0.92570 -0.20426 -0.85112 1.6 0.7 -1.1
O 2.74599 -0.35618 0.17728 0.7 0.2 1.0
H 1.54083 1.69182 0.80383 0.7 2.6 -0.7
O 4.15690 1.95556 -3.19215 0.6 -0.4 -0.6
C 3.46964 2.59850 -2.53550 -0.6 0.1 0.6
H -0.71348 -2.27348 -0.50319 -0.9 0.7 -0.3
H -2.39494 -1.56318 -0.78031 -0.5 -0.7 0.0
O 0.80292 -1.51390 1.19993 -0.2 0.1 0.2
Cl 1.41296 -0.71237 -2.28716 0.6 -0.8 -1.3
H 0.05632 1.34971 1.85909 0.9 -0.2 -0.8
S 1.38251 -0.33266 0.62559 -0.2 -1.0 -1.7
C 1.11815 1.13955 1.57006 -2.0 -1.4 0.5

***

14
Properties=species:S:1:pos:R:3:forces:R:3 method="wB97M-V/def2-TZVPD" multiplicity=1 energy_ha=-1052.94221 smiles=ClC1C[C@H]2S[C@@H]2C1 gap_ha=0.350 e_homo_ev=-8.9 charge=0
S -2.52829 -0.22973 -0.52595 -2.1 1.2 -0.7
Cl 2.61204 -0.23654 -0.60121 -0.3 -0.1 0.2
C 0.23717 1.34517 -0.22412 0.6 1.2 0.6
H 0.31723 1.41025 -1.30864 0.9 0.8 0.1
H -0.34949 -0.50573 -1.53544 -1.3 -0.2 0.3
H 1.39839 0.24556 1.41811 -0.1 -0.4 -1.6
H -1.17409 0.63365 1.06603 -0.1 -0.2 1.7
C 0.06701 -1.26351 0.28163 0.5 -1.3 3.5
C 1.11551 0.01782 0.33441 -0.6 1.1 2.1
H 0.62362 -2.13540 -0.01187 0.1 -0.3 -0.7
C -1.01214 0.69543 0.03806 -3.3 -1.4 -0.2
C -0.90470 -0.64869 -0.56077 2.2 0.1 -2.9
H -0.57441 -1.67541 1.21887 2.1 1.5 -1.1
H 0.17215 2.34712 0.41087 1.4 -2.0 -1.6

***

15
Properties=species:S:1:pos:R:3:forces:R:3 method="wB97M-V/def2-TZVPD" multiplicity=1 energy_ha=-1451.13799 gap_ha=0.285 e_homo_ev=-9.2 charge=0
H -0.70950 0.14771 -1.98607 0.2 -0.5 1.0
C -1.00652 -0.08104 -0.92552 -1.1 1.8 -1.9
H 1.25090 -0.36899 1.65762 -2.9 -0.7 -0.1
H -1.30795 -2.18762 0.79766 0.1 0.1 1.0
H 1.18142 1.53103 -1.39796 1.3 -3.5 2.2
C -0.05778 0.41107 0.10040 3.0 -2.2 1.5
S 2.65895 -0.70641 -0.63142 -3.8 3.5 0.3
H -0.29133 -2.40436 2.42496 -0.6 0.2 -1.4
C 1.33101 0.45058 -0.59504 1.8 0.1 -3.3
C 0.07944 -0.51170 1.41069 0.7 1.0 0.4
Cl -0.11057 2.14161 0.56452 -1.1 0.0 0.3
S -2.52968 -0.54518 -0.75014 0.0 -0.2 0.3
H 0.44571 -2.56408 0.70453 -1.6 0.8 1.5
H -0.53957 -0.01311 2.18938 0.6 -0.2 -0.4
C -0.38254 -2.02265 1.36247 3.4 0.0 -1.2